(1)
{
  "formula": "C9H21BClNO2",
  "method": "ωB97M-V/def2-TZVPD",
  "species": ["C", "C", "C", "O", "B", "C", "Cl", "C", "C", "H", "H", "H", "H", "H", "H", "H", "H", "H", "H", "H", "H", "H", "H", "C", "N", "C", "C", "O", "H", "H", "H", "H", "H", "H", "H"],
  "positions_angstrom": [[0.1470, -4.1208, 2.7205], [-1.0274, -3.1123, 2.6680], [-0.7042, -1.7244, 3.2759], [-0.4952, -0.6957, 2.3135], [0.5418, -0.9788, 1.4243], [0.3078, -0.5180, -0.1040], [1.7054, -0.9934, -1.1595], [-1.0422, -0.9968, -0.6799], [-1.0333, -2.5175, -1.0948], [0.6753, -4.1231, 3.6765], [-0.2293, -5.1274, 2.5008], [0.8436, -3.8829, 1.9014], [-1.4611, -2.9988, 1.6695], [-1.8290, -3.5391, 3.2927], [-1.5863, -1.4199, 3.8563], [0.1134, -1.7861, 4.0131], [1.5478, -1.5410, 1.7044], [0.2821, 0.5854, -0.0770], [-1.8732, -0.8271, 0.0120], [-1.2722, -0.4333, -1.5935], [-1.1825, -2.6201, -2.1707], [-1.8801, -3.0056, -0.5930], [-0.1052, -2.9909, -0.7563], [1.4310, 5.4697, -1.8302], [0.3635, 4.5715, -1.4328], [0.0089, 3.3843, -1.9937], [0.8029, 2.9063, -3.1811], [-0.9231, 2.7423, -1.5341], [2.1223, 5.5953, -0.9946], [1.0045, 6.4427, -2.0818], [1.9764, 5.0894, -2.6872], [-0.2087, 4.8279, -0.6448], [0.4039, 1.9519, -3.5123], [0.7264, 3.6195, -4.0033], [1.8489, 2.7670, -2.9041]],
  "lowdin_charge": [-0.0985, -0.2130, -0.2090, 0.0006, -0.3023, -0.6057, 0.5750, -0.2610, -0.1150, 0.0745, 0.0713, 0.0625, 0.0941, 0.1066, 0.1197, 0.1252, 0.0905, 0.0899, 0.1070, 0.0977, 0.0673, 0.0595, 0.0507, -0.0781, 0.0036, -0.5535, -0.0096, 0.0245, 0.0825, 0.0822, 0.0716, 0.1378, 0.0813, 0.0843, 0.0857],
  "spin_multiplicity": 1,
  "smiles": "CCCOB[C@@H](Cl)CC.CNC(C)=O",
  "homo_ev": -9.6,
  "orbital_gap_ev": 10.31,
  "e_tot_ev": -28458.389
}

(2)
{
  "formula": "C46H41NOPPdTe",
  "method": "ωB97M-V/def2-TZVPD",
  "species": ["Pd", "C", "C", "C", "C", "C", "O", "C", "N", "C", "C", "C", "C", "C", "C", "P", "C", "C", "C", "C", "C", "C", "C", "C", "C", "C", "C", "C", "H", "H", "H", "H", "H", "H", "H", "H", "H", "H", "H", "H", "H", "H", "H", "H", "H", "H", "H", "H", "H", "H", "H", "H", "Te", "C", "C", "C", "C", "C", "C", "C", "C", "C", "C", "C", "C", "H", "H", "H", "H", "H", "H", "H", "H", "H", "H", "C", "C", "C", "C", "C", "C", "C", "C", "C", "C", "H", "H", "H", "H", "H", "H", "H"],
  "positions_angstrom": [[0.5864, 0.9094, -0.5088], [3.3809, 1.6791, -2.3613], [3.7218, 0.2192, -2.6427], [3.0459, -0.2551, -3.9275], [3.3728, -0.6938, -1.4465], [4.0134, -2.0875, -1.5695], [2.9165, -2.9997, -1.4356], [1.7973, -2.2724, -1.3111], [1.9334, -1.0021, -1.3020], [0.5578, -3.0593, -1.2240], [0.6706, -4.4270, -1.4951], [-0.4390, -5.2485, -1.5028], [-1.6913, -4.7145, -1.2428], [-1.8121, -3.3677, -0.9533], [-0.7008, -2.5248, -0.9223], [-1.0645, -0.7598, -0.5544], [-2.2116, -0.7841, 0.8513], [-2.3183, -1.8387, 1.7552], [-3.2007, -1.7487, 2.8209], [-3.9775, -0.6114, 2.9913], [-3.8498, 0.4557, 2.1118], [-2.9573, 0.3798, 1.0557], [-2.0835, -0.4400, -2.0361], [-3.4632, -0.5976, -2.0983], [-4.1156, -0.4559, -3.3146], [-3.4003, -0.1566, -4.4649], [-2.0258, 0.0309, -4.4026], [-1.3724, -0.1090, -3.1911], [3.6314, 2.3052, -3.2175], [3.9346, 2.0547, -1.4979], [2.3101, 1.8048, -2.1797], [4.8071, 0.1498, -2.7689], [1.9617, -0.2044, -3.8251], [3.3140, -1.2850, -4.1712], [3.3391, 0.3779, -4.7643], [3.7114, -0.2026, -0.5277], [4.7345, -2.3031, -0.7837], [4.4776, -2.2488, -2.5431], [1.6476, -4.8339, -1.7099], [-0.3305, -6.3022, -1.7216], [-2.5751, -5.3378, -1.2689], [-2.7927, -2.9576, -0.7578], [-1.7218, -2.7334, 1.6287], [-3.2766, -2.5692, 3.5225], [-4.6801, -0.5543, 3.8122], [-4.4429, 1.3495, 2.2535], [-2.8355, 1.2203, 0.3797], [-4.0340, -0.8149, -1.2036], [-5.1894, -0.5811, -3.3631], [-3.9156, -0.0631, -5.4116], [-1.4715, 0.2896, -5.2949], [-0.3010, 0.0503, -3.1191], [1.9582, 1.0141, 1.7979], [0.9518, 1.0805, 3.6706], [1.7183, 1.3312, 4.8006], [1.1334, 1.2379, 6.0546], [-0.2066, 0.8953, 6.1734], [-0.9702, 0.6688, 5.0372], [-0.3945, 0.7640, 3.7785], [2.3688, -1.0543, 2.1368], [3.6619, -1.4763, 2.4181], [3.9116, -2.8233, 2.6482], [2.8719, -3.7404, 2.6111], [1.5776, -3.3110, 2.3521], [1.3265, -1.9695, 2.1110], [2.7654, 1.5913, 4.7045], [1.7313, 1.4314, 6.9352], [-0.6536, 0.8107, 7.1548], [-2.0186, 0.4150, 5.1269], [-0.9921, 0.5954, 2.8891], [4.4703, -0.7559, 2.4617], [4.9197, -3.1526, 2.8651], [3.0698, -4.7896, 2.7859], [0.7639, -4.0261, 2.3335], [0.3184, -1.6259, 1.9123], [-3.4207, 4.8829, -1.6090], [-3.2118, 3.5116, -1.8548], [-2.0391, 2.9200, -1.4783], [-0.9996, 3.6579, -0.8646], [0.2377, 3.0747, -0.4829], [1.2402, 3.8675, 0.0085], [1.0574, 5.2607, 0.1661], [-0.1408, 5.8342, -0.1376], [-1.1943, 5.0554, -0.6680], [-2.4330, 5.6319, -1.0356], [-4.3595, 5.3428, -1.8883], [-3.9771, 2.9289, -2.3526], [-1.8692, 1.8730, -1.6783], [2.2117, 3.4678, 0.2788], [1.8754, 5.8614, 0.5432], [-0.3036, 6.8939, 0.0180], [-2.5722, 6.6937, -0.8697]],
  "lowdin_charge": [0.4676, -0.0688, -0.3759, -0.0507, -0.2722, -0.0629, 0.0164, -0.3243, 0.0989, -0.1206, 0.0046, -0.0417, -0.0407, -0.0838, -0.2571, 1.0384, -0.3779, -0.1003, -0.0605, -0.0718, -0.0577, -0.0999, -0.3799, -0.0812, -0.0605, -0.0611, -0.0552, -0.1108, 0.0895, 0.0823, 0.0392, 0.1444, 0.0629, 0.0806, 0.0883, 0.1135, 0.1315, 0.1270, 0.1241, 0.1163, 0.1169, 0.1067, 0.1010, 0.1138, 0.1127, 0.1163, 0.0970, 0.1092, 0.1120, 0.1115, 0.1129, 0.0784, 1.4966, -0.4837, -0.1367, -0.0698, -0.0662, -0.0652, -0.1203, -0.4947, -0.1368, -0.0729, -0.0667, -0.0665, -0.1428, 0.0965, 0.1110, 0.1100, 0.1011, 0.0757, 0.0987, 0.1108, 0.1105, 0.1104, 0.0611, -0.0740, -0.0695, -0.0702, -0.1932, -0.1729, -0.1956, -0.0787, -0.0341, -0.1659, -0.0301, 0.1057, 0.1032, 0.0491, 0.0297, 0.1067, 0.1158, 0.1153],
  "spin_multiplicity": 3,
  "total_charge": 1,
  "homo_ev": [-10.0, -10.0],
  "orbital_gap_ev": [7.41, 5.72],
  "e_tot_ev": -71960.833
}

(3)
{
  "formula": "C29H29Cl2FeGeNO2",
  "method": "ωB97M-V/def2-TZVPD",
  "species": ["Fe", "C", "C", "O", "C", "C", "C", "C", "C", "C", "O", "H", "H", "H", "H", "H", "H", "H", "C", "C", "C", "C", "C", "C", "C", "C", "N", "H", "H", "H", "H", "H", "H", "H", "H", "H", "Ge", "C", "C", "C", "C", "C", "C", "C", "C", "C", "C", "C", "C", "H", "H", "H", "H", "H", "H", "H", "H", "H", "H", "H", "Cl", "C", "Cl", "H", "H"],
  "positions_angstrom": [[0.2774, -1.1756, -0.6568], [4.4852, -0.6514, -1.1799], [3.1960, -1.3754, -0.8897], [2.1480, -0.6964, -1.0281], [3.1974, -2.7535, -0.4857], [4.4221, -3.4694, -0.4279], [4.4778, -4.7824, -0.0663], [3.2735, -5.4427, 0.2602], [2.0777, -4.7940, 0.2201], [1.9835, -3.4184, -0.1529], [0.8038, -2.8946, -0.1468], [4.2595, 0.3961, -1.3678], [4.9738, -1.0818, -2.0545], [5.1771, -0.7313, -0.3426], [5.3372, -2.9549, -0.6843], [5.4185, -5.3107, -0.0301], [3.3006, -6.4864, 0.5474], [1.1504, -5.2907, 0.4684], [-3.5666, -2.8424, -1.5032], [-3.5850, -2.4344, -0.0639], [-4.6809, -2.6899, 0.7369], [-4.6904, -2.3152, 2.0775], [-3.5854, -1.6775, 2.6294], [-2.4671, -1.4011, 1.8679], [-1.2933, -0.6906, 2.4644], [-2.4427, -1.7686, 0.4887], [-1.4236, -1.4833, -0.3034], [-4.4697, -3.3968, -1.7540], [-2.6940, -3.4581, -1.7206], [-3.4958, -1.9699, -2.1571], [-5.5419, -3.1921, 0.3127], [-5.5565, -2.5226, 2.6905], [-3.6001, -1.3917, 3.6745], [-1.4069, -0.5941, 3.5439], [-1.1974, 0.3132, 2.0421], [-0.3561, -1.2176, 2.2504], [0.7371, 2.7037, -1.5052], [-0.7464, 3.8960, -1.2013], [-1.3709, 4.5172, -2.2797], [-2.5075, 5.2885, -2.0853], [-3.0276, 5.4423, -0.8089], [-2.4098, 4.8322, 0.2731], [-1.2733, 4.0627, 0.0774], [1.8936, 2.3901, 0.0007], [3.1755, 2.9319, 0.0039], [4.0258, 2.7228, 1.0818], [3.5994, 1.9606, 2.1575], [2.3226, 1.4161, 2.1633], [1.4730, 1.6347, 1.0917], [1.5005, 3.0327, -2.7900], [-0.9823, 4.3931, -3.2835], [-2.9892, 5.7627, -2.9294], [-3.9175, 6.0393, -0.6575], [-2.8157, 4.9536, 1.2688], [-0.7991, 3.5924, 0.9311], [3.5257, 3.5158, -0.8400], [5.0205, 3.1461, 1.0759], [4.2644, 1.7880, 2.9941], [1.9911, 0.8146, 2.9987], [0.4906, 1.1788, 1.0965], [-3.9354, 0.7666, -2.9856], [-3.7099, 1.2563, -1.3738], [-0.3560, 0.8076, -1.8851], [-3.5962, 2.3109, -1.1956], [-3.4888, 0.4889, -0.6528]],
  "lowdin_charge": [0.4673, 0.0030, -0.3213, -0.0985, -0.0982, -0.0448, -0.0944, -0.0743, -0.0031, -0.3100, -0.1237, 0.0773, 0.0958, 0.0917, 0.1024, 0.0972, 0.1056, 0.1178, -0.0540, -0.2188, -0.0606, -0.0838, -0.0660, -0.2132, -0.0560, -0.3382, -0.0244, 0.0734, 0.0799, 0.0420, 0.1046, 0.0962, 0.1033, 0.0755, 0.0623, 0.0724, 0.7458, -0.3694, -0.1222, -0.0825, -0.0845, -0.0836, -0.1095, -0.3589, -0.1265, -0.0851, -0.0778, -0.0653, -0.1309, -0.0095, 0.0988, 0.1054, 0.1054, 0.1061, 0.0975, 0.0973, 0.1040, 0.1052, 0.1089, 0.0634, 0.5376, -0.4915, 0.3753, -0.0199, -0.0181],
  "spin_multiplicity": 5,
  "homo_ev": [-6.7, -7.7],
  "orbital_gap_ev": [6.81, 7.65],
  "e_tot_ev": -152074.945
}

> What is the formula in the third record?

C29H29Cl2FeGeNO2

> Number 2 is which compound?

C46H41NOPPdTe